The following is a DFT calculation (ωB97M-V/def2-TZVPD) of a gas-phase ion, C41H43N4O2 (charge +1) at a distorted geometry.

## Properties
E_HOMO (eV): -9.8690
Total charge: +1
Electronic energy (Ha): -1957.389237
SMILES: CN(C)c1ccc([C@@H](/C=C/N2[C@H](Cc3ccccc3)C(=O)N(C)C2(C)C)[C@H](C(=O)c2ccccc2)[n+]2ccc3ccccc3c2)cc1

Cartesian coordinates (Å):
O1 0.994 -0.665 -2.277
O2 -5.034 -3.546 -0.793
N1 -3.243 -3.661 0.674
N2 -2.127 -1.792 0.139
N3 2.537 1.536 -0.977
N4 3.833 0.702 5.620
C1 -2.217 -2.778 1.215
C2 -0.942 2.408 -2.020
C3 3.230 0.525 4.367
C4 3.000 0.842 6.799
C5 5.294 0.755 -3.323
C6 -4.209 -0.555 -0.470
C7 2.062 0.125 1.815
C8 -6.581 -0.535 -1.363
C9 -3.698 -4.853 1.360
C10 4.882 2.761 -1.961
C11 -0.635 0.862 -3.881
C12 -4.730 -0.136 -2.878
C13 6.089 3.312 -2.448
C14 -2.694 -2.104 2.509
C15 -1.977 3.032 -2.717
C16 1.850 -0.777 2.864
C17 5.118 0.082 5.874
C18 -1.179 -0.808 0.015
C19 2.808 2.852 -0.719
C20 -6.994 -0.199 -3.727
C21 -4.005 -3.085 -0.310
C22 3.982 3.440 -1.115
C23 -1.667 1.492 -4.570
C24 2.951 1.176 2.042
C25 3.597 1.332 3.268
C26 6.451 1.340 -3.818
C27 -3.315 -1.777 -0.705
C28 -5.621 -0.032 -3.948
C29 -7.472 -0.455 -2.436
C30 3.418 0.813 -1.711
C31 1.251 -0.105 0.515
C32 -0.179 -0.499 0.888
C33 1.220 0.937 -0.493
C34 0.642 0.414 -1.811
C35 6.873 2.606 -3.351
C36 2.288 -0.500 4.155
C37 4.520 1.417 -2.333
C38 -2.345 2.571 -3.984
C39 -5.207 -0.391 -1.591
C40 -0.296 1.292 -2.586
C41 -0.897 -3.514 1.456
H1 -5.235 0.175 -4.948
H2 -2.790 -2.867 3.292
H3 -1.337 -0.216 -0.892
H4 -3.166 3.053 -4.517
H5 1.950 -1.107 4.996
H6 7.048 0.816 -4.563
H7 5.598 0.587 6.719
H8 6.397 4.295 -2.087
H9 -3.651 -0.032 -3.030
H10 2.519 -0.110 7.087
H11 -3.572 0.341 -0.390
H12 7.814 3.025 -3.710
H13 3.634 1.187 7.625
H14 -7.693 -0.130 -4.563
H15 -1.969 -1.350 2.833
H16 3.181 1.908 1.273
H17 -4.462 -5.337 0.745
H18 -1.932 1.136 -5.567
H19 -0.100 0.019 -4.325
H20 2.052 3.371 -0.125
H21 -6.929 -0.736 -0.347
H22 0.628 1.775 -0.119
H23 4.943 -0.217 -3.671
H24 3.168 -0.225 -1.927
H25 -3.022 -1.857 -1.769
H26 -3.666 -1.616 2.347
H27 -2.856 -5.537 1.507
H28 -4.131 -4.614 2.342
H29 -0.608 -4.074 0.558
H30 5.756 0.162 4.984
H31 4.346 2.110 3.418
H32 -1.019 -4.206 2.297
H33 -0.411 -0.539 1.963
H34 1.268 -1.684 2.686
H35 2.213 1.586 6.605
H36 -2.486 3.884 -2.260
H37 4.184 4.465 -0.799
H38 -0.639 2.775 -1.037
H39 -4.726 -0.690 0.494
H40 1.709 -1.003 0.041
H41 -0.109 -2.795 1.699
H42 5.016 -0.989 6.134
H43 -8.540 -0.594 -2.256

=====

The following is a DFT calculation (ωB97M-V/def2-TZVPD) of a molecular structure, C41H44AsN4NaO5S4.

## Properties
E_HOMO (eV): -7.1040
Electronic energy (Ha): -6174.887029

Cartesian coordinates (Å):
As1 2.998 -0.868 -1.408
S1 -0.708 -4.828 2.649
S2 -1.359 0.900 -2.946
S3 1.725 -3.531 1.487
S4 0.472 0.690 1.596
Na1 -0.700 -1.071 -0.706
O1 1.386 -0.918 -1.169
O2 0.150 3.169 -1.528
O3 -4.896 -1.555 -1.697
O4 -0.763 0.645 0.744
O5 -2.564 -2.095 -1.038
N1 -2.107 -3.035 1.044
N2 -2.108 2.820 -1.194
N3 -3.574 1.087 -1.586
N4 -0.740 -2.899 0.771
C1 4.881 0.808 -4.752
C2 4.243 2.324 0.936
C3 3.471 -4.952 -1.919
C4 -4.351 -2.535 0.439
C5 0.495 2.342 2.299
C6 -3.896 1.587 1.558
C7 -2.888 -2.559 0.107
C8 1.964 -5.143 2.277
C9 4.673 1.729 2.113
C10 4.245 -0.442 1.172
C11 -0.916 3.519 -1.084
C12 3.374 0.055 -3.045
C13 -1.037 4.822 -0.332
C14 2.552 1.420 -4.833
C15 -2.375 1.626 -1.853
C16 -4.930 1.109 0.552
C17 2.318 0.712 -3.661
C18 4.672 0.345 2.232
C19 -5.275 -2.007 -0.478
C20 4.779 -5.198 -1.522
C21 -1.040 7.238 1.060
C22 0.904 -5.287 3.356
C23 3.818 1.539 -0.128
C24 3.827 0.155 -0.011
C25 -4.822 -2.975 1.676
C26 4.658 0.104 -3.580
C27 0.159 5.473 -0.040
C28 -2.238 6.607 0.760
C29 -2.237 5.406 0.064
C30 -4.722 1.633 -0.869
C31 2.960 -3.665 -1.879
C32 -6.161 -2.899 2.014
C33 0.027 -0.217 3.077
C34 5.585 -4.153 -1.092
C35 5.080 -2.859 -1.060
C36 3.826 1.463 -5.378
C37 -7.063 -2.364 1.100
C38 -0.045 -3.657 1.508
C39 0.159 6.671 0.654
C40 -6.626 -1.921 -0.133
C41 3.769 -2.621 -1.450
H1 1.865 -5.939 1.538
H2 5.717 -2.047 -0.721
H3 -5.931 1.425 0.863
H4 5.876 0.847 -5.179
H5 -3.178 7.051 1.060
H6 -0.909 0.180 3.472
H7 -4.085 1.160 2.544
H8 3.465 2.016 -1.035
H9 -2.813 3.115 -0.544
H10 5.000 -0.123 3.152
H11 5.011 2.343 2.939
H12 -0.111 -1.256 2.782
H13 2.839 -5.767 -2.250
H14 -2.890 1.285 1.264
H15 1.332 0.696 -3.209
H16 -1.042 8.177 1.598
H17 -6.501 -3.249 2.980
H18 -0.496 2.592 2.682
H19 1.242 2.391 3.093
H20 0.843 -6.317 3.706
H21 1.732 1.939 -5.312
H22 1.136 -4.643 4.204
H23 -4.099 -3.374 2.375
H24 -3.913 -1.783 -1.736
H25 -4.676 2.729 -0.884
H26 4.235 3.403 0.837
H27 4.003 2.012 -6.294
H28 0.772 3.030 1.504
H29 -7.309 -1.509 -0.866
H30 2.971 -5.175 2.694
H31 1.083 5.020 -0.372
H32 -3.195 4.964 -0.181
H33 0.832 -0.138 3.810
H34 -5.592 1.377 -1.475
H35 1.094 7.170 0.876
H36 -4.955 0.016 0.525
H37 5.484 -0.405 -3.096
H38 6.605 -4.340 -0.782
H39 -8.114 -2.293 1.351
H40 -3.924 2.677 1.673
H41 4.215 -1.519 1.286
H42 -3.744 0.206 -2.050
H43 1.927 -3.480 -2.148
H44 5.169 -6.208 -1.546

=====

The following is a DFT calculation (ωB97M-V/def2-TZVPD) of a molecular structure, C41H44BrFN3O5S3Y.

## Properties
E_HOMO (eV): -0.9398
Total charge: -2
Electronic energy (Ha): -6036.253134

Cartesian coordinates (Å):
Y1 0.105 0.104 -0.002
Br1 -3.603 -1.583 0.334
S1 0.313 -2.262 1.574
S2 3.022 -2.764 0.368
S3 1.969 -4.536 2.574
F1 -1.468 -0.054 -1.322
O1 1.226 1.038 1.576
O2 -3.340 -1.468 5.484
O3 -0.348 4.973 1.501
O4 1.881 4.588 1.706
O5 0.225 2.184 -0.727
N1 1.207 -1.069 -1.905
N2 -1.796 -0.157 1.874
N3 0.393 -2.232 -1.747
C1 -4.213 2.290 0.229
C2 0.268 -3.110 -2.912
C3 4.132 0.794 -1.441
C4 -0.675 6.702 -2.069
C5 -2.823 -0.977 1.947
C6 0.381 6.609 -2.975
C7 0.779 5.908 3.397
C8 -0.952 5.650 -1.216
C9 1.210 6.765 1.060
C10 -1.720 -0.152 4.274
C11 2.096 2.095 1.500
C12 -2.904 2.687 0.506
C13 -0.156 3.588 1.172
C14 1.127 5.443 -3.024
C15 -4.647 2.181 -1.077
C16 -3.384 -1.434 3.129
C17 0.884 5.562 1.919
C18 -0.508 -2.371 -4.002
C19 1.795 -3.210 1.522
C20 -2.465 2.861 -1.825
C21 -3.758 2.473 -2.109
C22 -1.249 0.233 3.038
C23 5.085 1.576 4.608
C24 4.153 2.908 2.832
C25 1.624 -3.595 -3.432
C26 3.355 3.258 -0.463
C27 4.154 3.176 -1.598
C28 3.175 1.945 2.600
C29 -0.550 -4.290 -2.397
C30 4.540 1.944 -2.106
C31 -0.482 3.275 -0.328
C32 2.914 2.109 0.185
C33 -0.189 4.482 -1.240
C34 3.170 0.788 3.371
C35 0.832 4.382 -2.169
C36 -2.006 2.977 -0.511
C37 -2.810 -1.012 4.311
C38 1.225 3.323 1.821
C39 4.126 0.605 4.366
C40 3.339 0.871 -0.307
C41 5.096 2.731 3.833
H1 2.229 -3.980 -2.608
H2 0.400 7.493 1.112
H3 -2.618 2.758 1.546
H4 -5.655 1.851 -1.295
H5 -0.866 3.027 1.774
H6 -0.025 6.628 3.556
H7 0.989 3.158 2.884
H8 -1.284 7.598 -2.032
H9 0.132 -1.685 -4.564
H10 -1.217 0.178 5.174
H11 -1.773 3.046 -2.637
H12 2.182 -2.788 -3.914
H13 2.131 7.234 1.412
H14 4.450 -0.184 -1.786
H15 1.937 5.346 -3.738
H16 4.180 3.803 2.222
H17 4.120 -0.314 4.939
H18 5.849 3.492 4.002
H19 4.460 4.090 -2.095
H20 -4.215 -2.122 3.122
H21 0.558 5.015 3.980
H22 3.082 -0.050 0.212
H23 0.812 -2.736 -0.960
H24 1.717 6.336 3.751
H25 0.859 -0.544 -2.705
H26 5.162 1.878 -2.991
H27 -4.880 2.048 1.049
H28 1.383 3.451 -2.208
H29 5.830 1.429 5.381
H30 -4.071 2.376 -3.142
H31 1.338 6.459 0.024
H32 3.055 4.230 -0.101
H33 -0.028 -4.790 -1.579
H34 -0.359 0.847 2.946
H35 -0.722 -5.015 -3.197
H36 1.491 -4.387 -4.174
H37 2.196 -1.314 -2.025
H38 -1.509 -3.940 -2.014
H39 -1.313 -1.794 -3.543
H40 -1.778 5.727 -0.520
H41 0.606 7.437 -3.637
H42 2.430 0.028 3.157
H43 -2.761 -1.191 6.203
H44 -0.930 -3.079 -4.719